## 1
This record from the OMol25 dataset describes a cluster of 2 separate species, C4H14N2O in total. The level of theory is ωB97M-V with the def2-TZVPD basis set.

Output
2S+1 = 2
LUMO level (alpha / beta) = 0.129 / 0.125 Eh
HOMO-LUMO gap (alpha / beta) = 2.255 / 8.747 eV
E_HOMO (alpha / beta) = 1.27 / -5.34 eV
Expectation value of S² = 0.751
Total charge = -1

```
21
C4H14N2O, DFT ωB97M-V with the def2-TZVPD basis set
C 1.84656 -1.54192 -1.78524
H -1.82396 -0.34127 2.91142
H -1.34155 1.43434 0.80298
H 1.62117 -0.75185 -2.49587
H -0.23924 0.98465 2.08900
H -3.53068 1.81473 -0.12053
H 3.16021 -0.58334 -0.37276
H 1.09021 -2.31848 -1.76734
H -3.60406 3.13583 -0.74068
N -0.07908 -0.21623 0.38318
N -1.92004 -0.23602 1.91229
C -0.87393 0.58029 1.28744
H 2.17975 -1.75135 0.33328
C 2.12860 -0.94347 -0.40667
C 1.21411 0.23741 -0.05795
H 1.72786 0.86934 0.66366
H 2.75007 -1.94167 -2.24796
H -1.96818 -1.13309 1.45322
H 1.19491 0.76109 -1.02173
H -0.61975 -0.57004 -0.39549
O -2.91298 2.51103 -0.42424
```

=====

## 2
This record from the OMol25 dataset describes a cluster of 2 separate species, C4H14N2O in total. The level of theory is ωB97M-V with the def2-TZVPD basis set.

Output
2S+1 = 2
LUMO level (alpha / beta) = 0.128 / 0.126 Eh
HOMO-LUMO gap (alpha / beta) = 2.285 / 9.228 eV
E_HOMO (alpha / beta) = 1.19 / -5.79 eV
Expectation value of S² = 0.750
Total charge = -1

```
21
C4H14N2O, DFT ωB97M-V with the def2-TZVPD basis set
C 0.63903 1.09642 -0.90873
C 2.65970 -0.23642 -0.18539
H -3.85526 -1.79101 3.11739
H -1.36484 0.45568 -0.46103
H 2.79361 -0.51338 -1.23000
C 1.19586 0.06414 0.05938
N -0.89762 -0.28423 -2.32385
H -1.32516 1.65328 -1.72755
N 1.01842 0.48108 1.43844
O -4.54012 -1.18687 3.46644
H 0.76791 2.10851 -0.54497
H -5.36059 -1.68547 3.31417
H -0.67409 -1.17962 -1.90142
H 1.66693 0.11417 2.11498
H 0.06130 0.54245 1.74908
H -0.24838 -0.14146 -3.08990
H 1.27284 1.12195 -1.81163
C -0.78921 0.78069 -1.33560
H 2.98745 -1.12163 0.37402
H 0.65718 -0.88358 -0.10976
H 3.33502 0.60531 -0.00407
```

=====

Most stable structure: 2

=====

## 1
This record from the OMol25 dataset describes an isolated molecule of C5H7NS2. The level of theory is ωB97M-V with the def2-TZVPD basis set.

Output
LUMO level (alpha / beta) = -0.005 / -0.005 Eh
HOMO-LUMO gap (alpha / beta) = 7.328 / 7.327 eV
E_HOMO (alpha / beta) = -7.47 / -7.47 eV
Total charge = 0

```
15
C5H7NS2, DFT ωB97M-V with the def2-TZVPD basis set
C -0.42587 -0.91417 -0.00038
H -0.86478 1.99093 0.82139
S 3.01409 1.26958 0.05112
S 0.69330 -2.19164 -0.02067
H 2.95378 -1.46746 -0.05340
C -0.29491 1.78282 -0.08505
H -2.39726 -0.32702 -0.51999
H 0.47345 2.54588 -0.19447
H -2.21328 -0.92037 1.12546
C 1.73822 0.20578 -0.01783
C 0.37039 0.47154 -0.02425
H -0.97787 1.82676 -0.93510
N 2.00001 -1.14178 -0.02608
C -1.88717 -1.06590 0.09438
H -2.18210 -2.06497 -0.21514
```

=====

## 2
This record from the OMol25 dataset describes an isolated molecule of C5H7NS2. The level of theory is ωB97M-V with the def2-TZVPD basis set.

Output
LUMO level = 0.009 Eh
HOMO-LUMO gap = 8.879 eV
E_HOMO = -8.64 eV
Total charge = 0

```
15
C5H7NS2, DFT ωB97M-V with the def2-TZVPD basis set
C 0.38225 0.35008 -0.83200
C -0.26627 -0.30700 1.44433
H 1.82230 -0.55565 2.00022
N 0.63459 0.37646 0.52948
S -1.10155 -0.52998 -1.11415
H -1.67694 -1.89882 0.85442
C -1.47767 -0.83476 0.65639
H -1.32360 1.18248 2.56690
H 1.16640 -1.72200 0.67168
C 1.09319 -0.81195 1.25484
S 1.32687 0.98588 -1.95027
H -0.94893 -0.31153 3.51065
H 0.32416 0.90622 3.12522
C -0.56570 0.39524 2.76715
H -2.40547 -0.27996 0.85106
```

=====

Most stable structure: 1

=====

## 1
This record from the OMol25 dataset describes an isolated molecule of C5H7NS2. The level of theory is ωB97M-V with the def2-TZVPD basis set.

Output
LUMO level = 0.015 Eh
HOMO-LUMO gap = 8.660 eV
E_HOMO = -8.26 eV
Total charge = 0

```
15
C5H7NS2, DFT ωB97M-V with the def2-TZVPD basis set
H 0.23984 2.82059 -0.43809
H 0.35906 1.28657 -1.50733
C 0.65923 1.76243 -0.58113
C 2.10465 1.29351 -0.19802
H 2.82771 1.03829 -0.99507
N -0.49949 -1.37369 -0.12338
H 2.55933 1.93732 0.59977
H 1.84980 -0.00883 1.60551
C 0.05297 0.86858 0.54257
C 1.38806 0.16502 0.61937
C -1.03631 -0.09866 0.07249
H -0.94947 -2.08582 -0.72630
S 1.27064 -1.52896 -0.11001
S -2.66001 0.23614 -0.00557
H -0.17148 1.36762 1.44269
```

=====

## 2
This record from the OMol25 dataset describes a structure of composition C5H7NS2. The level of theory is ωB97M-V with the def2-TZVPD basis set.

Output
LUMO level = 0.001 Eh
HOMO-LUMO gap = 9.182 eV
E_HOMO = -9.15 eV
Total charge = 0

```
15
C5H7NS2, DFT ωB97M-V with the def2-TZVPD basis set
H -2.89435 -1.10829 0.58107
S -2.37544 -0.25514 -0.54236
H 0.77999 2.77375 0.55505
C 1.59303 -1.19724 -0.20703
C 0.32174 1.85778 0.08810
C -0.81482 -1.27452 -0.65123
H -0.40978 0.62282 1.68966
H -0.98554 -2.21362 -0.20311
C 0.42045 -0.37609 -0.16114
H 1.44051 0.58643 1.40050
S 0.89876 1.00149 -1.41418
H -0.46836 -1.63675 -1.66796
C 0.43639 0.59453 0.88868
H -0.78648 2.14670 -0.02455
N 2.84389 -1.52185 -0.33151
```

=====

Most stable structure: 1

=====

## 1
This record from the OMol25 dataset describes a cluster of 2 separate species, C3H11NO in total. The level of theory is ωB97M-V with the def2-TZVPD basis set.

Output
LUMO level = 0.031 Eh
HOMO-LUMO gap = 9.927 eV
E_HOMO = -9.08 eV
Total charge = 0

```
16
C3H11NO, DFT ωB97M-V with the def2-TZVPD basis set
C -2.36413 -2.04479 -0.00216
H -3.28288 -1.48193 -0.15755
N 0.80568 -0.10363 -0.32222
H -2.62369 -2.80332 0.74252
H 1.14664 0.84492 -0.39081
H -0.98628 -0.24125 -1.32876
H -0.49872 -1.83061 1.00333
H 3.53414 2.39039 -0.38720
H 1.14984 -0.40665 0.58076
H -1.00899 0.88495 -0.03958
H -1.65043 -0.69287 1.43792
O 2.94167 2.92016 0.15999
H 2.48918 3.48502 -0.47942
H -2.07829 -2.59913 -0.89437
C -0.66915 -0.11256 -0.32269
C -1.25252 -1.17793 0.57488
```

=====

## 2
This record from the OMol25 dataset describes a cluster of 2 separate species, C3H11NO in total. The level of theory is ωB97M-V with the def2-TZVPD basis set.

Output
LUMO level = 0.037 Eh
HOMO-LUMO gap = 10.775 eV
E_HOMO = -9.78 eV
Total charge = 0

```
16
C3H11NO, DFT ωB97M-V with the def2-TZVPD basis set
N -0.63523 0.53360 2.91986
H 1.17036 -0.96864 0.09965
O -0.51614 -0.82990 -1.05076
H 1.02498 1.02685 0.30674
H 1.28668 2.03722 -1.06762
H -0.26623 2.03145 -0.33279
H -0.74074 0.64357 1.91796
C 0.34597 -1.60055 -0.23884
C 0.12001 0.30014 -1.59547
H -0.11770 -2.05149 0.62225
H -1.31604 1.17693 3.30210
H 0.87960 -2.31951 -0.87885
C 0.56119 1.37418 -0.60536
H 0.30686 0.78203 3.17696
H 0.96206 -0.03480 -2.20906
H -0.60050 0.75587 -2.27590
```

=====

Most stable structure: 1